(1)
Density functional theory data (the ωB97M-V functional and the def2-TZVPD basis) for a molecular structure, C35H53NOP3Pb in a non-equilibrium geometry.

Each line ends with the Löwdin charge.
Element x y z (Å)
Pb (0.1785, 0.1108, 0.0263)  1.035
P (-0.0673, -0.0468, -2.5518)  0.985
P (-0.6581, 0.1689, 2.4686)  0.980
N (-1.9435, 1.0031, -0.2763)  -0.279
C (-1.7009, 0.7817, -2.7433)  -0.270
H (-1.7051, 1.3102, -3.7132)  0.113
H (-2.4140, -0.0591, -2.7646)  0.102
C (-2.0662, 1.7101, -1.5583)  -0.324
H (-1.3805, 2.5856, -1.6382)  0.078
H (-3.0917, 2.1040, -1.7592)  0.147
C (-2.3478, 1.8288, 0.8706)  -0.323
H (-3.3904, 2.2256, 0.7920)  0.147
H (-1.6930, 2.7230, 1.0204)  0.080
C (-2.2771, 1.0133, 2.1901)  -0.265
H (-2.9877, 0.1719, 2.1233)  0.104
H (-2.5020, 1.6270, 3.0809)  0.112
C (0.4913, 1.3346, 3.3235)  -0.539
C (1.9904, 1.0003, 3.1991)  -0.093
H (2.5626, 1.8598, 3.5846)  0.103
H (2.2779, 0.8790, 2.1475)  -0.006
H (2.2635, 0.0837, 3.7426)  0.091
C (-0.8269, -1.4873, 3.2039)  -0.537
C (0.5289, -2.1683, 3.4927)  -0.071
H (0.3168, -3.2058, 3.8001)  0.111
H (1.0611, -1.6536, 4.3107)  0.087
H (1.1809, -2.2047, 2.6023)  0.052
C (-0.0769, -1.7723, -3.1556)  -0.532
C (1.2984, -2.4690, -3.0601)  -0.071
H (1.1474, -3.5323, -3.3113)  0.111
H (1.7275, -2.4194, -2.0441)  0.052
H (2.0117, -2.0323, -3.7789)  0.086
C (1.2572, 1.0600, -3.2137)  -0.514
C (2.6727, 0.6782, -2.7423)  -0.096
H (3.3394, 1.4869, -3.0676)  0.092
H (3.0384, -0.2754, -3.1508)  0.089
H (2.7404, 0.6240, -1.6474)  0.023
C (1.9314, -1.2458, 0.2762)  -0.156
C (-1.7501, -1.3900, 4.4207)  -0.075
H (-1.2521, -0.8406, 5.2376)  0.083
H (-2.6865, -0.8692, 4.1567)  0.084
H (-2.0000, -2.4114, 4.7514)  0.113
C (-0.6940, -1.8049, -4.5565)  -0.074
H (-0.8698, -2.8567, -4.8360)  0.113
H (-1.6627, -1.2766, -4.5679)  0.084
H (-0.0157, -1.3304, -5.2855)  0.083
C (1.1562, 1.1220, -4.7322)  -0.076
H (1.7770, 1.9626, -5.0837)  0.111
H (1.5454, 0.1819, -5.1630)  0.091
H (0.1161, 1.2876, -5.0642)  0.087
C (0.0531, 1.5566, 4.7603)  -0.070
H (0.3196, 0.6701, 5.3623)  0.091
H (0.5775, 2.4476, 5.1468)  0.107
H (-1.0331, 1.7466, 4.8119)  0.088
H (0.3281, 2.2663, 2.7486)  0.053
H (1.0096, 2.0478, -2.7609)  0.111
H (-1.3312, -2.0703, 2.4004)  0.108
H (-0.7590, -2.2875, -2.4436)  0.091
O (2.9508, -1.7050, 0.4139)  0.233
H (-2.1725, -2.1410, -0.4317)  0.075
H (-1.5643, -2.5071, -0.1510)  0.046
C (2.5661, 5.6711, 3.8332)  -0.018
C (1.2335, 5.4325, 3.4622)  -0.041
C (0.9519, 4.5159, 2.4634)  -0.111
C (2.0129, 3.8334, 1.8185)  -0.381
C (3.3446, 4.0821, 2.1861)  -0.078
C (3.6317, 5.0016, 3.1912)  -0.021
P (1.6050, 2.8934, 0.2976)  1.122
C (0.8875, 4.3754, -0.5840)  -0.333
C (-0.4992, 4.6918, -0.6618)  -0.111
C (-0.9047, 5.9557, -1.0798)  -0.038
C (0.0618, 6.9503, -1.3634)  -0.012
C (1.4302, 6.6755, -1.1739)  -0.024
C (1.8053, 5.4154, -0.7553)  -0.120
C (3.3514, 2.4920, -0.2172)  -0.409
C (3.8383, 3.1824, -1.3281)  -0.145
C (5.1671, 3.0855, -1.7291)  -0.033
C (6.0204, 2.1944, -1.0651)  -0.020
C (5.5296, 1.3939, -0.0173)  -0.033
C (4.1939, 1.5131, 0.3798)  -0.121
H (2.7806, 6.3754, 4.6248)  0.120
H (0.3923, 5.9634, 3.9263)  0.128
H (-0.0674, 4.3770, 2.0864)  0.105
H (4.1481, 3.6138, 1.6247)  0.101
H (4.6729, 5.1800, 3.4443)  0.124
H (-1.2336, 3.9580, -0.3341)  0.058
H (-1.9726, 6.1851, -1.1871)  0.126
H (-0.2358, 7.9248, -1.7164)  0.119
H (2.2070, 7.4183, -1.3409)  0.128
H (2.8369, 5.2130, -0.4602)  0.105
H (3.1353, 3.7987, -1.8838)  0.098
H (5.5035, 3.7118, -2.5514)  0.128
H (7.0587, 2.1263, -1.3735)  0.124
H (6.1982, 0.7019, 0.4983)  0.126
H (3.8196, 0.8886, 1.1881)  0.075

Results
net charge	+3
LUMO (spin up / spin down)	-10.603 / -10.603	eV
relative energy (zero: lowest compared OMol25 entry of this formula, charge and spin)	1.3184	eV
frontier orbital gap (spin up / spin down)	0.2044 / 0.2043	hartree
spin multiplicity	1



(2)
Density functional theory data (the ωB97M-V functional and the def2-TZVPD basis) for 2 unconnected molecules or ions with the total composition C4H9ClO2S2 in a non-equilibrium geometry.

Each line ends with the natural charge from an NBO analysis.
Element x y z (Å)
C (2.0746, 1.5600, -0.6632)  -0.627
C (-2.4134, -1.6340, -0.9431)  -0.386
C (0.9649, 0.5355, -0.4036)  -0.594
C (-3.1909, -0.5618, -0.7099)  -0.186
O (2.6430, -0.6536, 1.1697)  -0.929
O (0.8832, 0.5386, 2.3905)  -0.848
S (0.0289, -1.8844, 1.4138)  -0.507
S (1.2743, -0.4145, 1.1765)  1.836
Cl (-2.5398, 0.8120, 0.2160)  -0.006
H (2.1416, 1.7962, -1.6881)  0.227
H (1.8479, 2.5210, -0.0904)  0.216
H (3.0065, 1.2086, -0.2975)  0.239
H (-2.6626, -2.5465, -1.3931)  0.193
H (-1.4143, -1.5438, -0.5648)  0.187
H (0.6924, -0.1495, 2.9744)  0.499
H (0.8043, -0.2322, -1.1697)  0.249
H (0.0425, 1.0416, -0.2248)  0.243
H (-4.1830, -0.3932, -1.1927)  0.194

Results
net charge	0
LUMO (spin up / spin down)	0.646 / -2.390	eV
frontier orbital gap (spin up / spin down)	0.2397 / 0.2578	hartree
spin multiplicity	3



(3)
Density functional theory data (the ωB97M-V functional and the def2-TZVPD basis) for a molecular structure, C22H32N6O2Y in a non-equilibrium geometry.

Each line ends with the Löwdin charge.
Element x y z (Å)
Y (-0.1260, 1.1296, -0.1217)  1.555
N (1.2607, -1.2852, -3.1335)  0.238
C (1.0393, -0.3150, -4.3041)  -0.236
C (-0.4237, 0.1154, -4.4286)  -0.074
C (-0.8767, 1.4061, -3.7345)  -0.320
N (-1.3941, 1.1812, -2.3307)  -0.026
C (0.1908, 2.4954, -3.7692)  -0.094
C (1.5902, 2.0324, -3.3797)  -0.329
N (1.6498, 1.7484, -1.9137)  0.003
C (2.0242, 0.8445, -4.2295)  -0.084
H (0.6006, -2.0653, -3.1704)  0.175
H (1.1734, -0.8475, -2.2143)  0.094
H (2.2014, -1.6846, -3.1864)  0.180
H (1.2847, -0.9384, -5.1624)  0.164
H (-1.1010, -0.7168, -4.2089)  0.133
H (-0.5659, 0.2932, -5.4974)  0.151
H (-1.7286, 1.7591, -4.3154)  0.155
H (-2.0775, 0.4236, -2.3844)  0.100
H (-1.9964, 1.9909, -2.1537)  0.105
H (-0.1160, 3.3462, -3.1525)  0.135
H (0.2341, 2.8901, -4.7865)  0.149
H (2.2896, 2.8415, -3.5930)  0.161
H (1.6667, 2.6576, -1.4444)  0.089
H (2.5789, 1.4055, -1.6640)  0.113
H (3.0239, 0.4935, -3.9537)  0.139
H (2.1319, 1.2126, -5.2527)  0.153
O (1.9290, 3.7080, 2.3033)  0.198
C (1.1149, 2.9815, 1.8418)  -0.494
O (1.3058, 2.1770, 0.7582)  -0.260
C (-0.2972, 2.8873, 2.3825)  -0.167
C (-0.6378, 3.5607, 3.5513)  0.052
C (-1.9319, 3.4702, 3.9981)  0.075
C (-2.8825, 2.7141, 3.2827)  -0.125
C (-4.2348, 2.5905, 3.6971)  0.019
C (-5.1145, 1.8511, 2.9657)  -0.021
C (-4.6875, 1.1980, 1.7839)  -0.030
C (-3.3938, 1.3042, 1.3625)  -0.044
C (-2.4649, 2.0651, 2.1062)  -0.204
N (-1.1666, 2.1629, 1.6694)  0.004
H (0.1197, 4.1369, 4.0632)  0.143
H (-2.2363, 3.9823, 4.9036)  0.146
H (-4.5538, 3.0946, 4.6006)  0.137
H (-6.1443, 1.7593, 3.2815)  0.129
H (-5.3981, 0.6141, 1.2138)  0.124
H (-3.0855, 0.7996, 0.4466)  0.082
N (0.6147, -0.9974, 0.2488)  0.032
C (0.9900, -1.7972, 1.0306)  -0.211
N (1.3787, -2.6457, 1.8933)  -0.046
C (2.8382, -2.9648, 2.1140)  -0.079
C (2.9731, -4.4584, 2.4184)  -0.157
C (1.9044, -5.2660, 1.6886)  -0.175
C (0.5000, -4.9388, 2.2191)  -0.150
C (0.4044, -3.4843, 2.6759)  -0.081
H (3.1864, -2.3388, 2.9339)  0.135
H (3.3699, -2.6833, 1.2061)  0.127
H (2.9053, -4.6229, 3.4955)  0.129
H (3.9751, -4.7680, 2.1237)  0.130
H (2.0990, -6.3317, 1.7897)  0.127
H (1.9602, -5.0507, 0.6167)  0.113
H (0.2638, -5.5628, 3.0821)  0.130
H (-0.2547, -5.1516, 1.4624)  0.116
H (0.7041, -3.3568, 3.7151)  0.139
H (-0.5867, -3.0523, 2.5594)  0.129

Results
net charge	+3
LUMO	-8.398	eV
relative energy (zero: lowest compared OMol25 entry of this formula, charge and spin)	0.0000	eV
frontier orbital gap	0.3054	hartree
spin multiplicity	1



(4)
Density functional theory data (the ωB97M-V functional and the def2-TZVPD basis) for a gas-phase ion, C5H8N (charge +1) in a non-equilibrium geometry.

Each line ends with the natural charge from an NBO analysis.
Element x y z (Å)
C (-1.3125, 2.1169, -0.5668)  -0.354
C (-0.1917, 1.5187, -0.4601)  0.087
C (0.2966, 0.3279, -0.7519)  -0.159
C (-0.6175, -0.9284, -0.6229)  -0.429
C (0.8471, -0.9676, -0.2811)  -0.028
N (1.1887, -0.8514, 1.2842)  -0.746
H (-1.9667, 2.2274, 0.3232)  0.242
H (-1.5064, 2.7625, -1.4224)  0.256
H (-1.4802, -1.0012, 0.0665)  0.248
H (-0.7862, -1.4882, -1.5814)  0.254
H (1.5947, -1.5386, -0.6978)  0.243
H (1.1947, -1.7744, 1.8393)  0.469
H (0.5744, -0.0033, 1.4938)  0.468
H (2.1650, -0.4004, 1.3775)  0.449

Results
net charge	+1
LUMO	-3.735	eV
relative energy (zero: lowest compared OMol25 entry of this formula, charge and spin)	5.0722	eV
frontier orbital gap	0.3635	hartree
spin multiplicity	1



(5)
Density functional theory data (the ωB97M-V functional and the def2-TZVPD basis) for 4 unconnected molecules or ions with the total composition C14H39N3O4 in a non-equilibrium geometry.

Each line ends with the natural charge from an NBO analysis.
Element x y z (Å)
C (2.8632, 11.4586, -24.8216)  -0.629
C (1.9215, 11.5288, -23.6227)  -0.057
O (2.0858, 10.4185, -22.8179)  -0.754
H (2.6635, 12.2684, -25.5233)  0.216
H (2.6778, 10.5908, -25.4545)  0.217
H (3.9060, 11.4993, -24.5068)  0.206
H (0.8834, 11.5474, -23.9545)  0.153
H (2.0608, 12.4455, -23.0498)  0.157
H (1.6001, 10.5779, -22.0053)  0.481
C (2.5830, 7.8189, -20.4698)  -0.624
C (2.8536, 8.4701, -19.0651)  -0.094
C (3.7738, 7.5582, -18.0637)  -0.027
O (2.9944, 6.4450, -17.5993)  -0.376
C (1.9895, 6.7156, -16.7228)  -0.276
N (3.3738, 9.7395, -19.3330)  -0.491
H (3.3774, 7.9207, -21.2092)  0.242
H (1.6129, 8.1997, -20.7893)  0.244
H (2.4664, 6.7391, -20.3770)  0.242
H (1.8393, 8.6445, -18.7064)  0.247
H (4.0336, 8.1147, -17.1632)  0.203
H (4.7124, 7.3705, -18.5852)  0.238
H (1.0635, 6.8460, -17.2829)  0.201
H (2.1395, 7.6136, -16.1235)  0.180
H (1.8470, 5.9617, -15.9485)  0.242
H (4.1889, 9.6544, -19.9233)  0.404
H (3.5389, 10.3339, -18.5333)  0.402
C (5.9836, 14.4588, -20.5574)  -0.624
C (5.9084, 15.1747, -21.8991)  -0.076
C (4.5033, 14.9942, -22.5964)  -0.064
O (4.3028, 15.8620, -23.6850)  -0.556
C (3.2066, 15.6666, -24.5310)  -0.243
N (6.2588, 16.5993, -21.5347)  -0.811
H (7.0307, 14.3132, -20.2922)  0.230
H (5.5692, 13.4519, -20.5080)  0.188
H (5.4619, 14.8543, -19.6859)  0.208
H (6.7587, 14.9295, -22.5353)  0.207
H (3.6744, 15.2198, -21.9255)  0.156
H (4.3704, 13.9531, -22.8905)  0.161
H (3.3275, 14.7344, -25.0829)  0.163
H (2.9497, 16.4037, -25.2918)  0.206
H (2.3059, 15.6194, -23.9190)  0.158
H (5.6243, 16.8488, -20.7896)  0.334
H (5.9331, 17.2349, -22.2488)  0.364
C (-0.5825, 10.0004, -19.6398)  -0.632
C (-0.3316, 11.4636, -20.0311)  -0.085
C (-0.8394, 12.3931, -18.9588)  -0.068
O (-0.4582, 13.7880, -19.2484)  -0.559
C (-0.3336, 14.6916, -18.1757)  -0.236
N (1.0941, 11.5750, -20.3789)  -0.823
H (-0.0775, 9.7160, -18.7166)  0.185
H (-0.4107, 9.3072, -20.4632)  0.224
H (-1.6286, 9.8889, -19.3544)  0.238
H (-0.8849, 11.8042, -20.9062)  0.209
H (-0.4617, 12.0271, -18.0041)  0.155
H (-1.9248, 12.3255, -18.8842)  0.193
H (-1.3103, 14.8347, -17.7134)  0.173
H (0.0632, 15.6537, -18.4999)  0.207
H (0.3111, 14.2050, -17.4438)  0.156
H (1.5815, 10.7873, -19.9762)  0.334
H (1.4620, 12.3745, -19.8834)  0.380

Results
net charge	+1
LUMO (spin up / spin down)	-3.059 / -8.535	eV
frontier orbital gap (spin up / spin down)	0.2989 / 0.0976	hartree
spin multiplicity	2



(6)
Density functional theory data (the ωB97M-V functional and the def2-TZVPD basis) for a molecular structure, C3H4BrN in a non-equilibrium geometry.

Each line ends with the natural charge from an NBO analysis.
Element x y z (Å)
C (-1.3076, -0.0916, 0.8460)  0.222
C (0.5150, 0.1535, -1.0013)  -0.595
C (0.0208, -0.3897, 0.4789)  -0.343
N (-2.3294, 0.1986, 1.2800)  -0.270
Br (0.9965, 0.5360, 1.9173)  0.041
H (-0.0788, -0.3105, -1.9007)  0.230
H (1.5506, 0.1524, -1.1365)  0.227
H (0.3182, 1.1980, -1.0698)  0.222
H (0.3147, -1.4468, 0.5860)  0.265

Results
net charge	0
LUMO	0.345	eV
relative energy (zero: lowest compared OMol25 entry of this formula, charge and spin)	0.4648	eV
frontier orbital gap	0.4064	hartree
spin multiplicity	1



Number 1: E -2711.2630 hartree. Number 2: E -1564.6177 hartree. Number 3: E -1374.1229 hartree. Number 4: E -249.6387 hartree. Number 5: E -1021.5795 hartree. Number 6: E -2745.4449 hartree.